Entry 1:
The following is a DFT calculation (the ωB97M-V functional and the def2-TZVPD basis) of 8 unconnected molecules or ions with the total composition C26H36O24S2 at a distorted geometry.

The geometry in XYZ format:
```
88
Properties=species:S:1:pos:R:3:lowdin_charge:R:1
C 0.787 -0.282 1.370 0.15
C -0.123 -0.889 1.860 -0.32
O -1.016 -1.419 2.684 -0.25
S -0.981 -3.141 2.475 1.01
O -0.640 -3.668 3.764 -0.36
O -2.578 -3.354 2.320 -0.38
C -2.956 -3.625 0.947 -0.52
S -4.353 -2.619 0.404 0.89
C -4.021 -1.015 1.175 -0.54
C -4.457 -0.935 2.630 -0.15
H 1.566 0.172 0.807 0.02
H -2.113 -3.453 0.285 0.06
H -3.254 -4.665 0.908 0.08
H -4.625 -0.300 0.624 0.04
H -2.984 -0.729 1.039 0.07
H -3.924 -1.624 3.268 0.05
H -5.524 -1.130 2.674 0.07
H -4.313 0.089 2.969 0.07
C -1.012 0.914 4.930 -0.11
C -0.934 1.213 6.415 -0.10
O 0.145 2.155 6.474 0.06
C 0.257 2.753 5.265 -0.58
O 0.943 3.695 5.038 0.16
O -0.523 2.131 4.352 0.06
H -2.022 0.707 4.585 0.13
H -0.359 0.096 4.627 0.11
H -1.839 1.690 6.795 0.14
H -0.715 0.343 7.024 0.11
C 4.505 2.224 -2.436 -0.11
C 4.294 2.454 -0.956 -0.09
O 2.971 1.930 -0.757 0.06
C 2.720 1.032 -1.732 -0.58
O 1.780 0.301 -1.740 0.14
O 3.673 1.073 -2.685 0.06
H 5.538 2.012 -2.694 0.13
H 4.149 3.052 -3.041 0.11
H 4.991 1.888 -0.338 0.14
H 4.339 3.502 -0.674 0.13
C 0.157 -3.728 7.466 -0.11
C -0.438 -2.510 6.794 -0.13
O -1.087 -1.847 7.889 0.03
C -0.485 -2.237 9.042 -0.57
O -0.679 -1.745 10.102 0.17
O 0.364 -3.265 8.808 0.06
H 1.095 -4.048 7.024 0.13
H -0.535 -4.571 7.487 0.14
H 0.327 -1.846 6.383 0.13
H -1.150 -2.758 6.015 0.11
C -4.761 1.583 -3.232 -0.11
C -5.093 3.032 -2.933 -0.11
O -5.257 3.017 -1.512 0.07
C -4.567 1.964 -1.015 -0.56
O -4.369 1.766 0.137 0.16
O -4.137 1.160 -2.016 0.06
H -4.081 1.460 -4.071 0.12
H -5.651 0.975 -3.400 0.13
H -4.276 3.710 -3.185 0.13
H -6.004 3.375 -3.416 0.13
C 1.410 -6.055 -2.573 -0.11
C 0.763 -4.813 -3.151 -0.10
O 0.147 -4.230 -1.992 0.06
C 0.805 -4.669 -0.897 -0.57
O 0.646 -4.242 0.201 0.12
O 1.663 -5.661 -1.218 0.07
H 2.337 -6.328 -3.069 0.13
H 0.738 -6.915 -2.568 0.13
H 1.490 -4.111 -3.552 0.13
H 0.018 -5.029 -3.912 0.13
C 5.558 6.647 -5.219 -0.11
C 4.373 6.377 -4.313 -0.11
O 4.801 5.207 -3.602 0.03
C 6.158 5.170 -3.621 -0.57
O 6.809 4.415 -2.978 0.17
O 6.647 6.100 -4.465 0.07
H 5.723 7.703 -5.412 0.13
H 5.489 6.115 -6.169 0.13
H 4.201 7.180 -3.595 0.13
H 3.452 6.179 -4.854 0.13
C -0.703 0.166 -5.456 -0.11
C 0.745 -0.098 -5.100 -0.11
O 0.893 -1.478 -5.453 0.06
C -0.045 -1.787 -6.379 -0.58
O -0.083 -2.808 -6.983 0.16
O -0.935 -0.776 -6.512 0.06
H -0.884 1.180 -5.802 0.13
H -1.381 -0.058 -4.631 0.13
H 1.437 0.495 -5.701 0.13
H 0.963 0.057 -4.047 0.11
```

## Properties
HOMO-LUMO gap ... 8.59 eV



Entry 2:
The following is a DFT calculation (the ωB97M-V functional and the def2-TZVPD basis) of a molecular structure, C26H37As2ClN5PPtSe.

The geometry in XYZ format:
```
74
Properties=species:S:1:pos:R:3:lowdin_spin:R:1
Pt -0.233 0.534 0.242 0.55
C -1.016 1.111 3.932 0.01
As -1.576 0.363 2.230 0.04
C -3.342 1.154 2.060 0.00
C -1.980 -1.486 2.662 0.00
C -2.578 -1.763 3.890 0.00
C -2.893 -3.063 4.249 0.00
C -2.617 -4.101 3.373 0.00
C -2.026 -3.831 2.150 0.00
C -1.696 -2.528 1.785 0.00
As -0.823 -2.212 0.073 0.11
C 0.808 -3.254 0.400 0.01
C -1.817 -3.457 -1.081 0.05
H -1.798 0.980 4.678 0.00
H -0.835 2.177 3.806 0.00
H -0.104 0.630 4.279 0.00
H -3.968 0.824 2.887 0.00
H -3.803 0.866 1.118 0.00
H -3.252 2.240 2.090 0.00
H -2.804 -0.954 4.572 0.00
H -3.352 -3.261 5.208 0.00
H -2.863 -5.120 3.640 0.00
H -1.814 -4.653 1.477 0.00
H 1.367 -2.781 1.207 0.00
H 1.441 -3.313 -0.485 0.00
H 0.541 -4.265 0.704 0.00
H -1.776 -4.472 -0.691 0.01
H -1.406 -3.459 -2.090 0.00
H -2.855 -3.131 -1.126 0.00
Cl -3.847 1.376 -4.551 0.00
C -3.234 2.063 -3.094 0.00
C -3.405 3.411 -2.812 0.00
C -2.874 3.903 -1.632 0.00
C -2.191 3.041 -0.789 0.00
N -2.034 1.744 -1.061 0.02
C -2.561 1.263 -2.183 0.00
H -3.942 4.054 -3.496 0.00
H -2.994 4.945 -1.366 0.00
H -1.756 3.397 0.137 0.00
H -2.467 0.196 -2.354 0.00
Se 1.093 2.884 1.272 0.87
C 1.994 1.976 2.671 0.07
C 2.383 0.641 2.548 0.05
C 3.086 0.061 3.595 -0.01
N 3.376 0.714 4.714 0.06
C 2.989 1.978 4.843 -0.01
C 2.310 2.661 3.844 0.06
H 2.138 0.081 1.658 0.00
H 3.440 -0.963 3.541 0.00
H 3.242 2.464 5.778 0.00
H 2.031 3.699 3.968 0.00
C 2.853 -1.250 -3.668 0.00
N 1.575 -0.537 -4.134 0.00
C 1.983 0.864 -4.627 0.00
N 2.669 1.569 -3.611 0.00
C 3.870 0.846 -3.198 0.00
N 3.529 -0.480 -2.689 0.00
C 2.829 -0.417 -1.405 0.01
P 1.215 0.497 -1.535 0.03
C 0.580 -0.440 -3.026 0.00
C 1.836 1.971 -2.480 0.01
H 3.480 -1.389 -4.550 0.00
H 2.564 -2.223 -3.271 0.00
H 1.171 -1.056 -4.916 0.00
H 1.074 1.378 -4.939 0.00
H 2.638 0.708 -5.484 0.00
H 4.381 1.406 -2.418 0.00
H 4.541 0.746 -4.053 0.00
H 3.477 0.071 -0.674 0.00
H 2.633 -1.428 -1.043 0.00
H -0.310 0.067 -3.401 0.00
H 0.293 -1.442 -2.705 0.00
H 2.420 2.607 -1.813 0.01
H 0.990 2.568 -2.830 0.00
```

## Properties
<S²> ... 2.0192
Multiplicity ... 3
Total charge ... +2
HOMO-LUMO gap (spin up / spin down) ... 6.60 / 5.52 eV



Entry 3:
The following is a DFT calculation (the ωB97M-V functional and the def2-TZVPD basis) of 2 unconnected molecules or ions with the total composition C26H37BF10N3O11S at a distorted geometry.

The geometry in XYZ format:
```
89
Properties=species:S:1:pos:R:3:lowdin_charge:R:1
C 3.713 -1.117 1.991 -0.01
C 4.375 0.104 1.358 -0.33
F 5.021 0.816 2.340 0.02
C 3.455 1.036 0.487 -0.01
C 2.185 0.326 0.135 -0.11
C 2.172 -0.428 -1.039 -0.04
C 3.338 -0.560 -1.996 -0.08
C 4.336 -1.703 -1.625 -0.13
C 5.799 -1.323 -1.876 -0.10
C 6.084 -1.026 -3.349 -0.50
O 6.177 -1.925 -4.144 0.14
O 6.273 0.259 -3.759 0.11
C 1.030 -1.096 -1.364 0.03
C 0.947 -1.960 -2.601 -0.42
O 1.410 -3.063 -2.671 0.22
O 0.236 -1.350 -3.610 -0.04
N 1.076 -1.126 -4.730 0.09
C -0.101 -0.968 -0.546 0.04
B -1.378 -1.825 -1.061 -0.67
O -2.506 -1.277 -1.573 0.21
O -1.228 -3.170 -1.018 0.21
C -0.052 -0.195 0.550 -0.14
S -1.519 0.016 1.583 0.82
O -2.716 -0.163 0.834 -0.21
O -1.547 1.344 2.122 -0.24
C -1.460 -1.074 3.096 -0.46
F -2.228 -0.446 3.966 0.17
F -0.236 -1.123 3.637 0.14
C -2.011 -2.531 2.969 -0.38
F -3.102 -2.644 2.221 0.19
F -2.370 -2.884 4.215 0.18
C -0.934 -3.577 2.559 -0.35
F -0.134 -3.100 1.586 0.16
F -0.141 -3.846 3.598 0.18
C -1.554 -4.958 2.158 -0.56
F -2.159 -4.923 0.987 0.20
F -0.520 -5.801 2.066 0.19
F -2.353 -5.421 3.099 0.22
N 1.110 0.430 0.895 0.07
C 1.251 1.262 2.126 -0.09
C 1.080 2.755 1.740 -0.13
C 2.014 3.713 2.513 -0.13
C 2.968 4.535 1.622 -0.18
O 2.460 4.722 0.293 -0.02
C 3.342 4.304 -0.643 -0.35
O 3.006 3.963 -1.753 0.08
H 2.872 -0.890 2.649 0.08
H 4.470 -1.589 2.620 0.10
H 3.394 -1.875 1.277 0.08
H 5.141 -0.276 0.682 0.12
H 4.019 1.301 -0.400 0.12
H 3.287 1.955 1.040 0.10
H 3.853 0.388 -2.155 0.11
H 2.953 -0.838 -2.979 0.11
H 4.211 -2.041 -0.599 0.10
H 4.087 -2.557 -2.257 0.13
H 6.417 -2.165 -1.568 0.14
H 6.113 -0.455 -1.283 0.11
H 5.753 0.872 -3.228 0.10
H 1.412 -0.165 -4.701 0.10
H 0.489 -1.184 -5.554 0.11
H -2.391 -0.321 -1.611 0.12
H -1.788 -3.570 -1.698 0.15
H 0.520 0.984 2.874 0.11
H 2.202 1.085 2.618 0.12
H 1.187 2.807 0.655 0.12
H 0.059 3.061 1.954 0.11
H 1.403 4.376 3.123 0.12
H 2.644 3.171 3.226 0.12
H 3.090 5.524 2.069 0.13
H 3.960 4.078 1.655 0.11
H 4.420 4.296 -0.400 0.15
C -5.810 0.082 -1.129 -0.07
C -6.281 1.361 -1.812 -0.43
C -6.824 2.415 -0.833 -0.21
O -8.131 2.158 -0.362 -0.19
C -8.209 1.275 0.743 -0.10
N -7.262 1.013 -2.843 0.04
H -6.640 -0.536 -0.788 0.07
H -5.226 -0.524 -1.823 0.07
H -5.175 0.307 -0.269 0.06
H -5.411 1.803 -2.310 0.13
H -6.892 3.366 -1.369 0.12
H -6.135 2.575 0.006 0.12
H -7.362 1.402 1.424 0.09
H -8.269 0.236 0.410 0.08
H -9.126 1.503 1.285 0.09
H -7.512 1.853 -3.358 0.07
H -8.124 0.756 -2.369 0.07
```

## Properties
Total charge ... +1
HOMO-LUMO gap ... 5.77 eV



Number 1: energy -3614.40974 Eh, molar mass 796.7 g/mol. Number 2: energy -9080.01070 Eh, molar mass 909.9 g/mol. Number 3: energy -3426.25907 Eh, molar mass 800.5 g/mol.